Entry 1:
Entry from the OMol25 dataset: the ion C25H45BBr2ClIN3O7S with charge +1 (ωB97M-V with the def2-TZVPD basis set).

Structure (XYZ):
```
86
Properties=species:S:1:pos:R:3:forces:R:3
I 1.961530 1.067907 2.517900 0.05 -0.13 0.01
Br 4.392812 -0.403131 -1.979485 -0.04 0.12 -0.05
Br 4.327326 -1.835957 2.377796 -0.08 0.00 0.03
Cl 2.697881 -4.213600 0.528564 0.11 0.12 0.05
S 1.231626 -3.719154 4.916346 0.78 0.03 -0.22
O -1.560169 -2.189430 -1.273411 0.06 0.13 0.50
O -1.899966 0.034617 -2.108927 0.53 -0.10 -0.03
O 0.379014 -3.910657 6.241356 0.09 -0.08 -0.13
O 1.819736 -4.976153 4.564358 -0.30 -0.19 0.06
O 2.123053 -2.610298 5.067141 -0.32 0.23 0.15
O 0.674885 5.049344 -2.173113 -0.11 -0.20 0.01
O -0.414778 1.098315 0.038324 0.66 -0.68 0.86
N 2.515656 -1.603105 -0.195627 -0.20 -0.19 0.12
N 0.300203 -1.214400 0.523315 0.57 0.34 0.77
N 1.892780 0.544773 0.502770 -0.43 -0.09 -0.74
C 0.929965 1.352771 -0.279953 -0.22 1.65 -1.71
C -6.312588 1.501285 1.845309 0.17 0.23 -0.48
C 6.143561 -0.586448 0.558605 -0.32 0.21 0.48
C 0.774175 4.540266 -3.498854 0.33 0.26 -0.15
C -4.398013 2.795020 0.724609 -0.16 -0.15 -0.80
C -0.817829 -0.250119 0.228940 -0.93 0.30 -1.06
C 1.557564 -0.813639 0.306541 -0.01 0.25 0.14
C 2.839408 -3.326336 -2.007571 -0.21 -0.10 -0.28
C 0.025942 -2.350616 1.412872 -0.65 -0.89 0.31
C -1.871023 -0.440741 -3.466084 -0.31 0.35 -0.04
C 0.321129 3.581677 0.745436 0.08 -0.02 -0.24
C -5.877894 2.412389 0.672599 -0.09 -0.07 0.53
C 3.861601 -1.108972 -0.315837 0.19 -0.24 0.86
C 1.246285 1.178676 -1.778936 -0.31 0.34 0.14
C -2.620520 1.116541 1.486696 -0.40 -0.27 0.35
C 1.261137 3.100139 -3.509773 -0.22 0.04 -0.06
C 2.076199 -2.700621 -3.174601 -0.42 -0.28 0.22
C -3.472107 1.620556 0.328595 0.02 0.34 0.20
C 1.218980 2.790090 0.118843 -0.33 0.00 0.06
C 2.210954 -2.964609 -0.670987 0.25 -0.38 -0.21
C 0.412359 2.109010 -2.686918 0.05 -0.15 -0.26
C 0.355744 -2.100363 2.885812 0.75 0.07 -0.18
C 4.748201 -1.129598 0.686131 0.07 -0.09 -0.38
C -0.044927 -3.304438 3.734058 -0.27 -0.07 -0.33
C -1.964384 -0.252959 1.272365 0.02 0.41 0.04
B -1.469339 -0.806990 -1.147541 -0.09 -0.34 0.06
H -0.121592 1.488484 -3.402870 -0.15 0.00 0.10
H 1.518165 5.140884 -4.031151 -0.06 0.02 -0.08
H -0.908327 -0.899589 -3.689441 -0.06 -0.17 0.02
H -4.261399 3.584174 -0.018441 0.13 0.18 0.20
H 0.794729 -4.645485 6.723690 -0.15 0.01 0.12
H -0.351629 2.635553 -2.113795 0.08 0.01 0.11
H -1.646853 -0.611641 2.248559 0.16 -0.08 -0.08
H -7.248747 1.859935 2.266708 -0.04 -0.16 0.10
H 2.525245 -2.973791 -4.126509 0.17 0.25 -0.01
H 2.211677 3.139363 -0.161406 0.59 -0.50 1.44
H 6.674999 -0.722565 1.495440 0.12 -0.18 -0.09
H -2.463905 -2.509985 -1.354961 0.06 -0.13 -0.45
H 2.311161 3.092409 -3.207119 -0.04 -0.02 0.16
H -0.107969 -4.189702 3.098113 0.01 -0.11 0.13
H -4.101941 0.799973 -0.032500 0.08 -0.06 -0.05
H -3.295950 0.966063 2.335826 0.01 0.02 0.02
H -2.757183 -0.921185 0.921661 0.08 -0.19 0.13
H -1.981976 0.433696 -4.102134 -0.10 -0.01 -0.01
H -0.635101 3.816670 0.283246 -0.77 -1.39 0.87
H -2.690293 -1.128046 -3.667094 0.05 -0.09 0.01
H -6.079386 1.916940 -0.279477 -0.02 0.06 -0.04
H 1.247995 2.789028 -4.557587 0.17 -0.01 -0.01
H -4.136376 3.199132 1.704770 0.01 0.01 0.01
H -1.896576 1.857306 1.825718 0.09 0.02 -0.19
H 1.956206 -1.621861 -3.084644 0.26 0.04 -0.16
H -1.003337 -3.206978 4.239347 0.07 0.13 0.13
H -6.492519 3.313277 0.685394 0.08 0.07 -0.03
H -1.005224 -2.683865 1.306741 -0.10 0.38 -0.29
H -5.550651 1.519575 2.624556 -0.11 -0.07 0.14
H 1.443550 -2.026183 2.938241 0.01 0.18 0.04
H 6.680820 -1.054619 -0.262410 0.04 0.06 -0.04
H -2.846813 1.937306 -0.506395 0.10 -0.18 -0.01
H -0.164052 4.660961 -4.046239 -0.11 -0.16 0.13
H -0.011455 -1.151435 3.264596 -0.22 -0.10 0.09
H -0.185509 5.457307 -2.060462 0.01 0.10 0.02
H 0.524514 4.027857 1.715788 0.70 1.44 -0.81
H 2.281985 1.495794 -1.873986 0.14 -0.48 -0.08
H 2.721433 -4.406451 -2.089569 0.08 -0.03 0.05
H -6.452675 0.473207 1.513248 0.00 -0.07 0.15
H 1.135423 -3.070955 -0.778794 -0.07 0.29 0.09
H 0.607054 -3.225281 1.147158 0.09 0.07 -0.29
H 1.068788 -3.128064 -3.188236 -0.03 0.04 0.00
H 3.910502 -3.138084 -2.032026 -0.01 0.11 0.09
H 1.130515 0.136880 -2.095601 0.21 -0.03 0.02
H 6.076510 0.492950 0.406386 0.09 -0.02 -0.27
```
Forces are in eV/Å.

Results
HOMO level   -10.719 eV
Structure (SMILES)   C=C[C@]1(CCCCO)O[C@@](CCCCCC)(B(O)OC)N(CCCS(=O)(=O)O)C(N(/C(Br)=C(/C)Br)[C@H](Cl)CC)=[N+]1I
Spin multiplicity   1
HOMO-LUMO gap   6.9 eV
Net charge   +1

Mulliken population analysis, charges in e, atoms 1 to 5:
1 I 0.1916
2 Br 0.0293
3 Br -0.0776
4 Cl -0.0800
5 S 1.3259

---

Entry 2:
Entry from the OMol25 dataset: a structure of composition C3H2LiNaO2 (ωB97M-V with the def2-TZVPD basis set).

Structure (XYZ):
```
9
Properties=species:S:1:pos:R:3:forces:R:3
Na 0.481251 -1.764118 1.959032 0.06 0.38 -0.50
O -1.041809 -0.920344 0.508414 0.44 1.12 0.26
O 1.641815 1.173319 -0.514593 -0.97 0.41 1.77
C -0.334048 0.383410 0.728651 0.38 1.04 -0.24
C 0.887109 0.287814 0.050174 0.33 -0.95 -0.72
C -0.688338 -0.412626 -0.775910 -0.57 -2.06 -0.58
Li 0.828306 2.472811 0.764299 -0.15 -1.05 -0.62
H -1.510721 0.024056 -1.359701 0.35 0.38 0.62
H -0.263565 -1.244321 -1.360366 0.15 0.72 0.01
```
Forces are in eV/Å.

Results
HOMO level (spin up / spin down)   -5.190 / -5.191 eV
Spin multiplicity   1
HOMO-LUMO gap (spin up / spin down)   4.7 / 4.7 eV
Energy above the lowest of the compared OMol25 structures with the same formula, charge and spin   362.27 kJ/mol

natural (NBO) population analysis, charges in e, atoms 1 to 5:
1 Na 0.6975
2 O -0.6465
3 O -0.8661
4 C -0.2516
5 C 0.0662

---

Entry 3:
Entry from the OMol25 dataset: a structure of composition C4H5I3O (ωB97M-V with the def2-TZVPD basis set).

Structure (XYZ):
```
13
Properties=species:S:1:pos:R:3:forces:R:3
I 2.273416 -0.129668 0.457841 0.08 -0.18 -0.25
I -2.760783 1.983333 -0.029280 -0.16 -0.93 -0.28
I -2.680990 -1.828952 0.004690 -0.21 0.35 -0.18
O -1.310220 0.242277 1.537238 -0.29 1.93 -1.70
C -0.954640 -0.593084 2.370004 1.53 -1.34 3.03
C 1.054666 0.704872 -1.047930 2.10 1.30 3.24
C 0.710871 1.956123 -0.933450 -0.52 1.13 0.73
C -1.837089 0.063088 0.363029 -1.05 1.05 -1.24
H -1.214230 -1.608842 2.311252 -0.27 -1.10 -0.20
H -0.104074 2.175337 -1.588284 -0.19 0.98 -0.60
H -0.303467 -0.183317 3.102424 0.30 -0.02 0.67
H 0.784145 0.052665 -1.766277 -1.06 -2.00 -2.17
H 0.999020 2.701271 -0.137306 -0.27 -1.18 -1.03
```
Forces are in eV/Å.

Results
HOMO level (spin up / spin down)   -7.796 / -7.787 eV
Spin multiplicity   1
HOMO-LUMO gap (spin up / spin down)   7.2 / 7.0 eV
Energy above the lowest of the compared OMol25 structures with the same formula, charge and spin   354.09 kJ/mol

natural (NBO) population analysis, charges in e, atoms 1 to 5:
1 I 0.0675
2 I 0.1308
3 I 0.1526
4 O -0.4120
5 C -0.0392

---

Entry 4:
Entry from the OMol25 dataset: a cluster of 9 separate species, C44H72BClO30 in total (ωB97M-V with the def2-TZVPD basis set).

Structure (XYZ):
```
148
Properties=species:S:1:pos:R:3:forces:R:3
Cl 2.770253 5.792018 -1.912189 0.22 0.03 -0.40
O 2.445051 2.513640 -6.733117 -0.36 -0.26 0.19
O -4.774712 5.473290 -5.628208 0.28 0.35 0.30
O 1.680263 1.713414 -1.890214 -0.03 0.15 -0.12
O -5.694038 1.030478 -10.064689 -0.02 -0.06 -0.06
O 2.884826 -0.134838 5.198539 -0.04 0.01 -0.09
O -0.034617 -6.209283 -0.475212 0.03 0.01 0.03
O -2.305507 4.462148 -6.795090 0.39 0.39 0.52
O 0.236483 8.174238 -4.448043 0.30 -0.33 0.00
O -0.325889 0.743002 -2.251517 -0.17 0.02 -0.12
O 7.038513 -4.550052 6.906756 -0.11 -0.07 0.07
O -5.316433 -0.441698 -2.012572 -0.06 -0.03 -0.07
O -5.801093 -2.030142 -0.474949 -0.17 0.09 -0.34
O -1.200438 -4.274443 -0.421959 0.04 0.07 0.02
O 2.155019 -1.768663 3.813566 0.06 0.05 -0.06
O -5.543520 -4.099082 3.049784 -0.11 -0.14 -0.06
O 7.349170 -5.235346 4.773273 0.00 -0.06 -0.04
O 7.678098 1.221895 7.939881 -0.01 -0.04 -0.07
O -4.422536 5.250037 -3.322685 0.92 -0.54 -0.36
O -7.559923 2.075721 -9.335759 -0.04 -0.04 -0.01
O 6.808566 2.578958 6.352878 -0.03 -0.10 -0.06
O 8.993558 2.604639 6.935922 0.07 -0.12 -0.06
O 0.910634 -0.943024 5.510748 -0.06 0.13 -0.05
O -2.110996 -6.276780 0.106757 0.08 -0.05 0.15
O -5.993230 1.659281 -7.912843 -0.11 -0.08 0.07
O 4.798336 5.793850 -3.602892 -0.86 -0.01 0.66
O 5.497693 -4.134765 5.455210 -0.07 -0.01 0.00
O -3.859783 -1.108621 -0.414466 -0.01 -0.15 0.03
O 1.156347 1.147095 -3.905150 0.32 0.14 -0.06
O -6.957184 -3.134853 4.528261 -0.10 0.01 0.02
O -6.221081 -5.261286 4.736700 -0.05 -0.03 0.00
C 7.735667 2.173089 7.005480 0.11 0.09 0.15
C 9.442654 -4.154138 6.811010 -0.08 0.18 -0.23
C -1.683551 5.012069 -5.903806 -0.08 -0.05 -0.28
C 1.564144 0.422548 0.175300 -0.04 -0.22 -0.19
C -0.143577 -1.860962 5.182449 -0.36 -0.38 -0.04
C 1.996061 -1.019976 4.744880 -0.06 -0.06 0.23
C -7.123211 -2.095277 -1.014548 -0.27 -0.13 -0.01
C -6.348226 1.533622 -9.189388 0.04 0.13 0.13
C -5.488312 -2.876897 2.292113 0.27 0.38 -0.03
C -3.376825 -5.640620 0.336123 -0.57 0.22 -0.12
C 4.140417 -0.180700 4.521546 0.44 0.11 -0.09
C -6.925593 -5.342797 5.976331 -0.10 -0.14 0.23
C -5.016005 -1.122620 -1.068406 0.22 0.08 0.16
C 1.910035 5.753120 -5.146482 0.56 1.12 0.50
C -6.308607 -4.069793 4.138327 0.21 -0.01 -0.05
C -4.691166 1.155728 -7.582356 0.57 -0.13 0.09
C 9.231296 3.664689 5.998856 0.10 0.44 -0.25
C -2.376288 5.852461 -4.855276 0.23 -0.52 -0.26
C 2.824253 6.801018 -4.522553 0.28 -0.39 0.15
C 0.287394 0.512638 -4.833868 -0.43 -0.15 -0.39
C -8.030919 2.091038 -10.683494 -0.19 0.04 -0.20
C 0.547144 5.895064 -5.196502 -0.50 0.06 -0.01
C 1.083837 -5.476170 -0.975389 0.27 0.04 -0.07
C 0.397658 3.762491 -6.339805 0.99 -1.12 -0.68
C 8.326049 -5.072175 7.263037 0.49 -0.09 0.13
C 2.513909 4.631553 -5.676509 0.84 -0.14 0.15
C 3.660885 6.110653 -3.439926 0.66 0.46 -0.86
C 1.796756 3.620617 -6.255053 -0.95 0.12 -0.03
C -1.125638 -5.466261 -0.274112 -0.10 -0.13 -0.03
C 8.758010 4.998911 6.536734 -0.21 -0.02 0.21
C 5.037837 -4.137438 4.101063 -0.26 0.06 -0.27
C 6.359143 0.733518 8.187967 -0.28 -0.17 0.15
C -1.647247 6.801736 -4.276415 0.20 -0.14 0.43
C 0.160350 -3.258517 5.680317 0.29 -0.05 0.04
C 1.384746 1.773466 -0.485440 0.00 -0.06 0.61
C 0.730727 1.165308 -2.640228 0.19 -0.04 0.13
C -4.074494 -5.328045 -0.974949 0.19 0.04 -0.20
C -0.179669 4.873005 -5.823189 -1.46 1.10 0.66
C -2.882370 -0.164741 -0.885172 0.38 0.42 -0.08
C -3.598188 2.107993 -8.023994 -0.28 -0.01 -0.33
C -4.584095 -1.862643 2.959924 -0.02 0.02 0.35
C 6.694513 -4.698898 5.627290 0.01 0.13 0.10
C -3.205690 1.239761 -0.421389 -0.31 0.04 0.07
C -0.199220 7.055071 -4.620767 -0.91 0.23 0.02
B -3.907114 5.527717 -4.571074 -0.56 0.20 -0.44
H -5.083590 -3.135813 1.321198 0.00 -0.30 0.10
H -1.037099 -1.481709 5.675807 0.15 0.21 0.08
H -3.249606 -4.748432 0.949838 0.16 0.02 -0.10
H 9.204025 5.196244 7.512726 0.12 0.02 -0.07
H -4.983551 -1.554423 3.926564 -0.09 0.02 -0.06
H -4.157447 -6.229722 -1.584232 -0.10 -0.05 0.10
H 2.756684 2.031551 -5.954566 0.20 -0.08 -0.17
H -3.597271 -2.293559 3.140962 0.03 0.01 -0.17
H 0.382843 -3.242825 6.748342 -0.13 0.02 0.02
H 10.405904 -4.518025 7.169073 -0.03 -0.01 0.04
H 1.306657 -4.617927 -0.344105 -0.11 0.04 -0.05
H 8.769822 3.432368 5.038760 -0.14 -0.08 0.10
H -6.432497 -4.727264 6.727980 -0.10 0.09 -0.03
H 0.692500 0.695420 -5.826414 0.12 0.05 0.08
H -0.688221 -3.920025 5.504514 -0.03 0.04 0.01
H -6.490014 -2.478405 2.131691 -0.05 -0.10 0.18
H 5.879935 0.407437 7.266934 -0.01 0.12 -0.02
H 3.515251 7.130681 -5.305466 0.09 -0.06 0.26
H -3.326436 1.266100 0.663649 0.13 -0.01 0.01
H 9.282355 -3.143312 7.189774 0.04 -0.05 0.13
H 4.738642 0.659683 4.866843 -0.21 0.06 0.17
H 9.482884 -4.089002 5.724120 0.01 -0.11 0.01
H -2.791152 -0.219112 -1.968205 -0.15 -0.05 0.01
H -2.409526 1.926558 -0.707627 0.04 -0.07 -0.01
H -4.552636 0.159109 -8.003491 -0.13 0.06 -0.14
H -5.073249 -4.927366 -0.797600 0.01 -0.03 0.07
H 2.084834 2.489891 -0.058894 0.10 0.04 -0.27
H -3.513412 -4.597607 -1.558050 -0.01 0.08 0.11
H 5.762509 1.504776 8.673834 -0.05 0.03 -0.14
H -4.673331 1.054020 -6.497850 -0.27 0.08 0.00
H -7.446409 2.794064 -11.276094 0.06 -0.11 -0.04
H 1.031115 -3.676077 5.175599 -0.06 0.02 -0.09
H 9.028688 5.804447 5.853880 0.04 -0.03 0.00
H -0.226389 3.008204 -6.807577 0.14 0.03 -0.01
H 0.849332 -0.304226 -0.210616 -0.07 0.06 0.05
H 10.308583 3.692700 5.843263 0.01 -0.21 0.16
H -3.978655 -6.343906 0.908903 0.25 -0.16 0.03
H -4.881306 4.403328 -3.407517 -0.51 0.28 0.34
H -3.571614 2.198753 -9.110280 0.03 -0.15 0.00
H -1.929675 -0.478817 -0.465378 -0.13 -0.24 0.06
H 8.449335 -6.080088 6.866081 -0.10 0.07 -0.15
H -7.991508 1.097652 -11.126142 0.13 0.02 0.00
H -2.622581 1.757136 -7.685283 -0.03 0.00 0.05
H -2.103347 7.422457 -3.507120 0.33 0.23 -0.19
H 0.239023 -0.562633 -4.663789 -0.01 0.04 0.14
H -0.715494 0.935448 -4.782096 0.00 -0.04 0.10
H 4.011247 -3.778510 4.099132 0.04 0.07 0.23
H 8.330089 -5.147975 8.349311 -0.25 0.08 -0.01
H 2.311176 7.683391 -4.146275 -0.13 -0.32 0.10
H 0.380548 2.167749 -0.325921 -0.04 -0.08 -0.17
H 4.661687 -1.106021 4.769264 -0.05 -0.05 -0.12
H -7.616657 -2.947617 -0.552938 0.16 -0.01 0.11
H -7.102096 -2.241509 -2.092535 0.05 0.12 0.00
H -7.964236 -5.039668 5.860009 0.06 0.12 -0.01
H -4.139980 1.594641 -0.857183 0.04 -0.02 -0.08
H -7.674814 -1.190074 -0.763376 0.04 0.04 -0.12
H 2.561651 0.028515 -0.025117 0.05 0.10 0.10
H -4.371624 5.847333 -6.418517 -0.05 -0.42 -0.23
H 5.644264 -3.458248 3.502086 0.07 -0.13 -0.04
H 1.424171 0.499393 1.253816 0.03 0.04 -0.01
H -3.774575 3.099715 -7.624103 -0.01 -0.06 0.15
H -6.895006 -6.381310 6.295367 0.12 -0.03 -0.16
H 3.594464 4.534941 -5.602207 -0.09 -0.03 -0.08
H 7.676457 5.009251 6.668057 0.00 -0.02 -0.11
H -9.064857 2.425106 -10.658417 0.04 0.03 0.20
H 6.440236 -0.116992 8.859440 0.26 0.04 -0.01
H -0.335056 -1.849925 4.108923 0.19 0.02 -0.02
H 5.057849 -5.139436 3.677021 0.17 0.01 0.03
H 4.011297 -0.093011 3.444108 -0.06 -0.14 0.01
H 1.937289 -6.149072 -0.969694 -0.14 -0.14 0.05
H 0.893196 -5.155427 -1.999180 -0.03 0.11 0.06
H -4.475815 -0.977552 2.333457 0.02 -0.06 -0.07
```
Forces are in eV/Å.

Results
HOMO level   -10.021 eV
Structure (SMILES)   O=C(Cl)Cc1cc(O)cc2c1C(=O)C=C(B(O)O)C2=O.CCOC(=O)OC.CCOC(=O)OC.CCOC(=O)OC.CCOC(=O)OC.CCOC(=O)OC.CCOC(=O)OC.CCOC(=O)OC.CCOC(=O)OC
Spin multiplicity   1
HOMO-LUMO gap   8.7 eV
Energy above the lowest of the compared OMol25 structures with the same formula, charge and spin   49.44 kJ/mol

Mulliken population analysis, charges in e, atoms 1 to 5:
1 Cl -0.1810
2 O -0.6255
3 O -0.5191
4 O -0.3647
5 O -0.5584

---

Number 1: energy -217669.10036 eV, largest force on an atom 2.4 eV/Å. Number 2: energy -11854.35203 eV, largest force on an atom 2.2 eV/Å. Number 3: energy -30573.09274 eV, largest force on an atom 4.1 eV/Å. Number 4: energy -121424.01256 eV, largest force on an atom 1.9 eV/Å.